Density functional theory data (ωB97M-V with the def2-TZVPD basis set) for a 2-piece molecular cluster, C4H11INO overall.

Each line ends with the Mulliken charge.
Cartesian coordinates (Å):
1 I 20.05575 -0.24252 23.98014  -0.890
2 O 20.29371 4.43000 20.99202  -0.369
3 N 18.19587 1.31299 21.11973  -0.692
4 C 18.44886 2.75953 21.03513  0.469
5 C 19.86477 5.12547 19.86052  -0.690
6 C 17.82316 3.45302 22.22996  -1.343
7 C 19.94919 3.04710 20.95747  -0.582
8 H 18.62360 0.85595 20.31657  0.266
9 H 18.34637 3.20199 23.15816  0.306
10 H 17.84271 4.54538 22.15138  0.305
11 H 20.30136 6.12496 19.90049  0.254
12 H 20.34873 2.59669 20.03381  0.382
13 H 20.44374 2.57992 21.81132  0.300
14 H 18.77110 5.23143 19.82016  0.247
15 H 17.97524 3.12406 20.11360  0.275
16 H 16.78359 3.14368 22.35340  0.386
17 H 18.73069 0.94749 21.91952  0.079
18 H 20.19835 4.62785 18.93800  0.298

M ... 216.04 g/mol
HOMO level ... -3.62 eV
Gap between HOMO and LUMO ... 6.82 eV
Energy ... -586.7725 Ha
2S+1 ... 1
Relative energy (zero: lowest compared OMol25 entry of this formula, charge and spin) ... 0.91 kcal/mol
Total charge ... -1



Density functional theory data (ωB97M-V with the def2-TZVPD basis set) for an isolated ion of composition C4H11INO and charge +1.

Each line ends with the Mulliken charge.
Cartesian coordinates (Å):
1 I -3.56540 -1.59692 -0.23351  0.181
2 O -1.42764 1.00151 -0.07463  -0.415
3 N 0.78411 -0.03379 0.39792  -0.190
4 C 1.16720 1.02007 1.32552  -0.859
5 C -1.41300 -1.36946 -0.58288  -1.247
6 C -1.02014 -0.21499 0.27029  0.093
7 C 1.28957 0.20171 -0.95783  -0.891
8 H 2.24227 1.19349 1.24787  0.357
9 H 0.85311 1.12155 -1.35001  0.387
10 H 1.11210 -0.94124 0.73327  0.347
11 H -1.55353 1.11554 -1.03113  0.396
12 H 0.64331 1.94080 1.07375  0.349
13 H -1.21511 -0.37042 1.33467  0.453
14 H -1.28988 -1.18347 -1.64723  0.517
15 H 0.93160 0.73588 2.34773  0.355
16 H 1.03524 -0.63248 -1.61147  0.333
17 H -0.94914 -2.30544 -0.28583  0.480
18 H 2.37533 0.31764 -0.95650  0.354

M ... 216.04 g/mol
HOMO level ... -13.36 eV
Gap between HOMO and LUMO ... 9.62 eV
Energy ... -586.4243 Ha
SMILES string ... C[NH+](C)[C@@H](O)CI
2S+1 ... 1
Relative energy (zero: lowest compared OMol25 entry of this formula, charge and spin) ... 13.52 kcal/mol
Total charge ... +1



Repeat the first record exactly.
Density functional theory data (ωB97M-V with the def2-TZVPD basis set) for a 2-piece molecular cluster, C4H11INO overall.

Each line ends with the Mulliken charge.
Cartesian coordinates (Å):
1 I 20.05575 -0.24252 23.98014  -0.890
2 O 20.29371 4.43000 20.99202  -0.369
3 N 18.19587 1.31299 21.11973  -0.692
4 C 18.44886 2.75953 21.03513  0.469
5 C 19.86477 5.12547 19.86052  -0.690
6 C 17.82316 3.45302 22.22996  -1.343
7 C 19.94919 3.04710 20.95747  -0.582
8 H 18.62360 0.85595 20.31657  0.266
9 H 18.34637 3.20199 23.15816  0.306
10 H 17.84271 4.54538 22.15138  0.305
11 H 20.30136 6.12496 19.90049  0.254
12 H 20.34873 2.59669 20.03381  0.382
13 H 20.44374 2.57992 21.81132  0.300
14 H 18.77110 5.23143 19.82016  0.247
15 H 17.97524 3.12406 20.11360  0.275
16 H 16.78359 3.14368 22.35340  0.386
17 H 18.73069 0.94749 21.91952  0.079
18 H 20.19835 4.62785 18.93800  0.298

M ... 216.04 g/mol
HOMO level ... -3.62 eV
Gap between HOMO and LUMO ... 6.82 eV
Energy ... -586.7725 Ha
2S+1 ... 1
Relative energy (zero: lowest compared OMol25 entry of this formula, charge and spin) ... 0.91 kcal/mol
Total charge ... -1